No. 1
66
Properties=species:S:1:pos:R:3:mulliken_spin:R:1 method="wB97M-V/def2-TZVPD" relative_energy_kcal_mol=0.0 spin_multiplicity=2 fmax_ha_per_bohr=0.008 homo_energy_ha="-0.5212 / -0.5453" total_energy_ha=-3839.102505 s_squared=0.780 molar_mass_g_mol=563.95 total_charge=+2
Tc -0.8721 0.9432 0.4673 0.767
C 2.7625 1.4783 2.2967 0.003
C 2.8128 1.3732 0.7762 0.011
As 1.4866 0.1463 0.0839 -0.050
C 1.8370 -1.5450 0.9671 -0.001
C 3.2608 -2.0503 0.7567 -0.001
C 1.8912 -0.1187 -1.8033 0.000
C 3.3388 0.1737 -2.1885 -0.001
H 3.4785 2.2232 2.6396 0.000
H 3.0173 0.5321 2.7772 0.000
H 1.7749 1.7817 2.6501 -0.001
H 3.7817 1.0182 0.4219 0.000
H 2.6297 2.3412 0.3050 -0.002
H 1.1041 -2.2608 0.5844 0.002
H 1.6085 -1.3896 2.0213 0.000
H 3.4513 -2.3017 -0.2864 0.000
H 3.4171 -2.9545 1.3440 0.000
H 4.0069 -1.3224 1.0788 0.000
H 1.2047 0.5188 -2.3644 -0.002
H 1.6224 -1.1536 -2.0268 0.000
H 3.5932 1.2211 -2.0253 0.000
H 3.4872 -0.0403 -3.2467 0.000
H 4.0444 -0.4380 -1.6285 0.000
Cl -0.8704 0.0328 2.5285 0.021
C -1.7577 -1.2362 -2.5196 -0.004
C -2.6948 -1.0731 -1.3337 0.004
C -4.1541 -1.1017 -1.7558 -0.001
C -2.3910 -2.0864 -0.2410 0.007
N -2.3836 0.3129 -0.8017 -0.011
N -3.1118 0.7796 0.3327 -0.005
H -1.9130 -2.2157 -2.9687 0.000
H -0.7191 -1.1643 -2.2121 0.003
H -1.9548 -0.4875 -3.2917 0.001
H -4.3758 -2.0674 -2.2071 0.000
H -4.3702 -0.3336 -2.5014 0.000
H -4.8308 -0.9766 -0.9086 0.000
H -2.5424 -3.0882 -0.6399 0.000
H -3.0468 -1.9933 0.6275 0.000
H -1.3487 -2.0179 0.0949 -0.003
H -2.4883 0.9898 -1.5596 0.005
H -3.4978 0.0140 0.8820 0.001
H -3.8037 1.4973 0.1328 0.005
N -0.3893 2.4927 -0.1739 -0.101
C 0.0520 3.7141 -0.2228 0.134
C 0.5571 4.3213 1.0093 0.030
C -0.0240 4.0021 2.2418 0.035
C 0.4766 4.5532 3.4058 -0.015
C 1.5806 5.3976 3.3529 0.042
C 2.1781 5.7000 2.1368 -0.018
C 1.6639 5.1770 0.9615 0.041
C 0.0268 4.3875 -1.5191 -0.005
C 0.1065 3.6430 -2.7047 0.038
C 0.0680 4.2782 -3.9290 -0.018
C -0.0752 5.6620 -3.9856 0.053
C -0.1763 6.4071 -2.8196 -0.021
C -0.1194 5.7796 -1.5866 0.039
H -0.8915 3.3526 2.2853 0.003
H 0.0086 4.3298 4.3544 0.000
H 1.9769 5.8220 4.2655 0.001
H 3.0431 6.3480 2.1033 0.001
H 2.1358 5.4031 0.0161 -0.001
H 0.2378 2.5682 -2.6522 0.012
H 0.1580 3.7069 -4.8425 0.000
H -0.1095 6.1593 -4.9452 0.002
H -0.3036 7.4795 -2.8711 0.000
H -0.2210 6.3580 -0.6805 0.001



No. 2
74
Properties=species:S:1:pos:R:3:mulliken_spin:R:1 method="wB97M-V/def2-TZVPD" spin_multiplicity=3 fmax_ha_per_bohr=0.061 homo_energy_ha="-0.3896 / -0.3866" total_energy_ha=-5330.183933 s_squared=2.020 molar_mass_g_mol=822.65 total_charge=+1
Au 1.4856 -1.6111 -1.0464 0.058
C 3.0025 2.2721 2.5432 0.001
C 1.7009 2.9131 2.0873 0.004
C 1.6990 4.3677 1.6569 0.000
C 0.6052 2.6864 3.1325 -0.004
O 1.4186 1.9538 0.9675 0.007
Si 0.2869 1.8682 -0.2471 -0.070
S -0.2409 -0.1324 -0.8737 0.887
O 0.7415 2.7145 -1.5453 0.022
C 1.9148 2.8042 -2.3670 0.004
C 2.1504 4.3042 -2.6095 0.007
C 1.4364 2.1366 -3.6571 0.008
C 3.0674 2.0697 -1.6710 -0.003
O -1.1839 2.2521 0.3300 0.048
C -2.2836 3.0088 -0.2042 -0.005
C -3.2916 3.1004 0.9538 0.000
C -1.8281 4.3980 -0.6825 0.002
C -2.9113 2.1874 -1.3257 0.001
H 3.3081 2.6698 3.5359 0.000
H 3.7878 2.4587 1.7823 0.000
H 2.7968 1.2138 2.5900 0.000
H 1.8486 5.0432 2.5039 0.000
H 0.7362 4.6024 1.1864 -0.001
H 2.4824 4.5971 0.9609 0.000
H 0.6439 3.4491 3.9572 0.000
H 0.5909 1.6976 3.6262 -0.001
H -0.3830 2.7669 2.6219 0.000
H 1.2095 4.7181 -2.9632 0.000
H 2.9415 4.4994 -3.3151 0.000
H 2.3906 4.7784 -1.6469 -0.001
H 0.5576 2.5999 -4.1069 0.000
H 1.1290 1.1011 -3.4438 -0.003
H 2.2956 1.9980 -4.3087 0.000
H 3.1913 2.4446 -0.6561 -0.001
H 3.9854 2.1334 -2.2675 -0.001
H 2.7878 1.0113 -1.5767 0.004
H -2.8300 3.5293 1.8197 0.000
H -3.6839 2.1211 1.2521 0.000
H -4.1320 3.7631 0.6766 0.000
H -1.4318 5.0685 0.1034 0.000
H -2.7665 4.8672 -1.0641 0.001
H -1.0212 4.2637 -1.4447 -0.001
H -3.2269 1.2044 -1.0193 0.000
H -2.2485 2.1358 -2.2289 0.002
H -3.8755 2.7097 -1.5336 0.000
O 4.2364 -6.8997 -0.4650 0.002
C 3.6606 -5.7098 -0.8109 0.005
C 2.6890 -5.5704 -1.7851 -0.001
C 2.1950 -4.3041 -2.0173 0.004
N 2.6001 -3.2618 -1.3346 -0.002
C 3.7672 -3.3353 -0.6426 0.003
Br 4.6314 -1.6564 -0.3970 -0.001
C 4.3056 -4.5588 -0.3252 -0.002
H 3.7323 -7.5936 -0.8815 0.000
H 2.4459 -6.3796 -2.4798 0.000
H 1.4676 -4.1793 -2.8309 0.000
H 5.1604 -4.6258 0.3600 0.000
N -1.4566 -1.9600 2.3117 0.012
C -2.3633 -2.9064 1.7919 -0.007
C -2.2094 -4.2718 2.1473 -0.001
C -3.2025 -5.1989 1.9081 0.008
C -4.3283 -4.7750 1.1080 -0.006
C -4.4738 -3.3923 0.7931 0.003
C -3.5068 -2.4786 1.0881 0.002
S -5.4869 -5.9856 0.4728 -0.114
O -6.2499 -5.5066 -0.6980 0.333
O -6.4223 -6.1201 1.6015 0.535
O -4.7041 -7.2171 0.2885 0.253
H -0.6679 -2.2962 2.8694 -0.002
H -1.2125 -1.1713 1.7311 0.014
H -1.2296 -4.6289 2.4794 0.000
H -3.2940 -6.2425 2.2782 0.001
H -5.3660 -3.0720 0.1459 -0.002
H -3.5712 -1.4413 0.8102 0.000



No. 3
75
Properties=species:S:1:pos:R:3:mulliken_charge:R:1 method="wB97M-V/def2-TZVPD" relative_energy_kcal_mol=0.0 spin_multiplicity=1 fmax_ha_per_bohr=0.007 homo_energy_ha=-0.2627 total_energy_ha=-2352.375795 molar_mass_g_mol=742.74 total_charge=0
Au 1.4139 0.8657 0.3944 0.427
C -1.7829 -0.4940 -3.5097 -0.454
Si -1.8239 -2.2200 -2.8079 0.368
C -3.2213 -2.4206 -1.5929 -0.749
C -1.9647 -3.4710 -4.1823 -1.096
N -0.2624 -2.5273 -2.0287 -0.277
C -0.1450 -3.4145 -1.2103 0.440
C -0.0441 -4.5156 -0.4910 -0.946
C -0.0384 -4.7893 0.9471 -0.247
C 0.5253 -4.1576 1.9843 -0.794
C 1.2668 -2.9036 2.0527 -0.046
C 0.8819 -1.6669 1.7228 -0.255
N 1.5453 -0.4868 1.8726 0.100
Si 2.5901 -0.1728 3.2274 0.021
C 1.7241 -0.6701 4.8073 -0.978
C 4.2454 -1.0516 3.1198 -1.138
C 2.9508 1.6664 3.2472 -1.149
H -2.7766 -0.2080 -3.8643 0.475
H -1.0924 -0.4193 -4.3506 0.350
H -1.4751 0.2038 -2.7295 -0.349
H -4.1849 -2.2823 -2.0888 0.411
H -3.1507 -1.6925 -0.7820 0.011
H -3.2105 -3.4175 -1.1474 0.335
H -2.8568 -3.2853 -4.7847 0.319
H -2.0376 -4.4825 -3.7776 0.299
H -1.0960 -3.4324 -4.8423 0.327
H 0.0441 -5.3955 -1.1254 0.387
H -0.4662 -5.7596 1.1770 0.410
H 0.5243 -4.7215 2.9133 0.335
H 2.2488 -2.9740 2.5049 0.175
H 1.4827 -1.7346 4.8106 0.328
H 0.7866 -0.1220 4.9234 0.241
H 2.3510 -0.4617 5.6778 0.415
H 4.1562 -2.1349 3.2078 0.389
H 4.9047 -0.7117 3.9230 0.357
H 4.7362 -0.8345 2.1680 0.315
H 2.0289 2.2522 3.2606 0.256
H 3.5358 1.9672 2.3746 0.289
H 3.5286 1.9234 4.1388 0.406
O -3.6131 -0.9941 4.5185 -0.549
C -4.3464 -0.3646 3.6152 0.452
O -5.4795 -0.0195 3.8384 -0.607
C -3.7331 -0.0685 2.2834 0.281
C -4.4156 0.6818 1.3574 -0.948
N -3.6204 0.7800 0.2782 0.066
N -2.4556 0.1467 0.4176 -0.311
C -2.5061 -0.3821 1.6324 0.214
C -1.3565 -1.1585 2.1567 0.839
O -1.2695 -1.4655 3.3244 -0.888
O -0.4554 -1.4739 1.2292 0.379
H -2.7039 -1.1793 4.1779 0.541
H -5.3923 1.1297 1.4189 0.550
H -3.8143 1.2660 -0.5808 0.151
C 0.1607 3.2037 -1.0079 -0.328
N 1.3467 2.3026 -1.1249 -0.545
C 2.5708 3.1664 -1.0809 -0.379
N 2.5601 4.1586 -2.1367 0.076
C 1.3658 4.9928 -1.9866 -0.713
N 0.1370 4.1978 -2.0628 0.056
C 0.1116 3.5099 -3.3572 -0.717
N 1.2811 2.6460 -3.5356 0.104
C 1.2985 1.6557 -2.4758 0.217
C 2.4865 3.4717 -3.4294 -0.704
H 0.2071 3.6905 -0.0325 0.315
H -0.7322 2.5802 -1.0527 0.212
H 3.4409 2.5176 -1.1814 0.263
H 2.6016 3.6539 -0.1062 0.303
H 1.3535 5.7417 -2.7793 0.333
H 1.4036 5.5023 -1.0221 0.366
H 0.0938 4.2547 -4.1539 0.373
H -0.7930 2.9055 -3.4212 0.267
H 2.1752 1.0149 -2.5697 0.416
H 0.4050 1.0342 -2.5159 -0.484
H 2.4796 4.2162 -4.2264 0.331
H 3.3664 2.8375 -3.5484 0.363



No. 4
68
Properties=species:S:1:pos:R:3:mulliken_charge:R:1 method="wB97M-V/def2-TZVPD" spin_multiplicity=1 fmax_ha_per_bohr=0.111 homo_energy_ha=-0.0820 total_energy_ha=-2198.100005 molar_mass_g_mol=662.08 total_charge=-1
Bi -0.0360 0.2422 0.2296 0.711
Cl 0.4179 0.3038 -2.4983 -0.633
N 2.2678 -0.7254 0.2036 0.334
N -2.2937 0.9925 -0.4870 0.251
C 3.1810 0.0279 0.7632 0.690
C -2.4396 2.3051 -0.5607 0.671
C 2.8978 -2.0028 -0.2212 1.255
C 4.1981 -1.9811 0.5776 -0.794
C 3.1877 -1.9606 -1.7129 -1.524
C 1.9909 -3.1773 0.1199 -1.350
H 3.9174 -1.1662 -1.9270 0.296
H 2.2731 -1.7554 -2.2831 0.206
H 3.6179 -2.9191 -2.0118 0.460
H 1.7457 -3.1599 1.1877 -0.043
H 2.5164 -4.1043 -0.1131 0.458
H 1.0615 -3.1362 -0.4639 0.346
C -3.4953 0.3311 -1.0736 1.416
C -4.3118 1.5223 -1.5701 -0.863
C -4.2164 -0.4466 0.0174 -1.493
C -3.0905 -0.5933 -2.2077 -1.691
H -2.5291 -0.0334 -2.9616 0.390
H -3.9989 -1.0028 -2.6541 0.454
H -2.4653 -1.4166 -1.8418 0.254
H -4.5326 0.2424 0.8123 0.467
H -3.5597 -1.2157 0.4480 -0.046
H -5.1042 -0.9203 -0.4091 0.471
O -3.5341 2.7263 -1.1779 -0.445
H -5.2907 1.6222 -1.0932 0.298
H -4.4129 1.5620 -2.6577 0.369
O 4.3423 -0.5659 1.0113 -0.470
H 5.0996 -2.2262 0.0098 0.300
H 4.1469 -2.5864 1.4898 0.349
C 2.9718 1.4710 1.0975 -1.719
C -1.4561 3.2876 -0.0199 -1.860
C -0.0628 3.1262 -0.5443 0.261
H -1.4906 3.1491 1.0828 0.272
H -1.8419 4.2916 -0.2417 0.371
C 0.8449 2.1926 -0.1052 0.542
C 2.2038 2.2018 0.0355 -0.096
H -0.5216 0.1090 2.0661 0.045
C 2.7281 2.7607 -1.1503 1.626
C 1.8393 3.4399 -2.0411 -1.680
C 4.1317 2.5265 -1.4544 -1.713
C 0.4664 3.6694 -1.7345 1.626
H 2.2293 3.8107 -2.9742 0.224
C -0.4596 4.3474 -2.6298 -1.808
H 0.1292 4.7397 -3.4707 0.431
H -0.9794 5.1684 -2.0893 0.295
H -1.2519 3.6589 -3.0114 0.214
H 4.7697 2.7872 -0.5790 0.275
H 4.3820 3.1516 -2.3227 0.458
H 4.3368 1.4537 -1.6954 0.134
H 3.9582 1.9232 1.2565 0.322
H 2.4434 1.4719 2.0758 0.350
C 0.0639 -2.8996 3.8511 -1.205
Si -1.3262 -2.4717 2.6555 0.113
C -1.8362 -4.0132 1.7132 -1.054
C -2.8248 -1.7897 3.5742 -1.085
O -0.8063 -1.4074 1.5322 -0.187
H -0.2653 -3.6081 4.6254 0.398
H 0.4362 -2.0062 4.3690 0.296
H 0.9197 -3.3616 3.3397 0.277
H -2.2417 -4.7853 2.3818 0.377
H -2.6085 -3.7914 0.9642 0.261
H -0.9872 -4.4597 1.1788 0.243
H -2.6185 -0.7964 3.9934 0.294
H -3.6994 -1.6923 2.9161 0.228
H -3.1277 -2.4379 4.4102 0.375



No. 5
82
Properties=species:S:1:pos:R:3:mulliken_spin:R:1 method="wB97M-V/def2-TZVPD" spin_multiplicity=2 fmax_ha_per_bohr=0.028 homo_energy_ha="-0.4366 / -0.4366" total_energy_ha=-21421.178058 s_squared=0.754 molar_mass_g_mol=1213.23 total_charge=+1
Cu -2.0999 1.4546 2.8753 0.008
C 0.0390 -0.3660 -0.8701 -0.022
C 0.2570 0.4775 0.3821 0.077
O -0.8387 0.7788 1.1669 0.841
H -0.4787 -1.3011 -0.6812 0.004
H 1.0382 -0.4982 -1.2929 0.002
H -0.4673 0.1693 -1.6767 0.007
H 0.7458 1.4177 0.0950 0.043
H 0.9319 -0.0386 1.0833 0.032
O -1.3810 3.3694 2.4015 0.005
C -0.6706 4.2438 1.9608 0.000
O -1.1642 5.4066 1.5917 0.000
C -0.1384 6.3037 1.1566 0.000
C 1.1579 5.7457 1.7486 0.000
C 0.8313 4.2539 1.8431 -0.002
H -0.3279 7.3369 1.4358 0.000
H -0.1420 6.2689 0.0632 0.000
H 1.2913 6.0402 2.7892 0.000
H 1.9816 5.9606 1.0758 0.000
H 1.2407 3.7269 2.7007 0.001
H 1.1597 3.7194 0.9462 0.001
O 6.2903 -0.0394 4.0498 0.000
C 5.6840 0.0966 3.0338 0.000
O 5.4479 -0.9096 2.1850 0.000
C 4.9175 -0.3467 0.9603 0.000
C 4.0089 0.7068 1.5172 -0.009
C 4.8907 1.3431 2.5975 0.001
H 4.4716 -1.1315 0.3536 0.000
H 5.7802 0.0255 0.3972 0.000
H 3.1598 0.1724 1.9500 0.006
H 3.6038 1.4030 0.7771 -0.001
H 4.3102 1.7617 3.4125 0.000
H 5.5001 2.1026 2.1082 0.000
O -0.9075 -3.8558 -6.5352 0.000
C -1.4537 -2.8839 -6.1115 0.000
O -0.7539 -1.8939 -5.4819 0.000
C -1.6414 -0.8952 -4.9692 0.000
C -2.8286 -0.9916 -5.9285 0.000
C -2.8898 -2.4678 -6.2161 0.000
H -1.2300 0.1128 -4.9529 0.000
H -1.9542 -1.1031 -3.9446 0.000
H -2.5748 -0.4743 -6.8565 0.000
H -3.7540 -0.5735 -5.5306 0.000
H -3.2624 -2.7562 -7.1959 0.000
H -3.4486 -3.0126 -5.4476 0.000
O -2.1332 -0.6919 3.5769 0.002
C -2.1072 -1.8788 3.3442 -0.001
O -1.1835 -2.4081 2.5557 -0.001
C -1.5438 -3.7412 2.0795 0.001
C -2.6024 -4.1970 3.0645 0.000
C -3.1601 -2.9093 3.6676 0.000
H -0.7010 -4.4270 2.1257 0.000
H -1.8412 -3.5078 1.0562 0.000
H -2.1959 -4.7908 3.8818 0.000
H -3.4407 -4.7647 2.6594 0.000
H -3.4175 -3.0564 4.7133 0.000
H -4.0614 -2.5495 3.1667 0.000
C 1.0140 -0.5723 3.9411 0.002
Cl 2.4906 -1.3857 4.4936 0.000
Cl 1.3213 1.1597 3.8113 0.000
H 0.7268 -0.9400 2.9652 0.002
H 0.2762 -0.7431 4.7135 0.000
C 2.8835 1.2499 -2.7169 -0.001
Cl 1.6835 0.8612 -3.9469 0.000
Cl 3.9513 -0.1244 -2.3730 0.000
H 3.5063 2.0857 -3.0156 0.000
H 2.3243 1.5264 -1.8267 0.002
C -3.9633 -1.3552 -0.6866 0.002
Cl -2.9541 -2.3489 -1.7626 0.000
Cl -5.1031 -2.3535 0.2528 0.000
H -3.2652 -0.8115 -0.0533 -0.004
H -4.5140 -0.6097 -1.2443 0.000
C 1.0190 -4.0337 -0.9247 0.000
Br 1.0807 -3.2469 -2.7147 0.000
Br 2.1031 -3.0679 0.3576 0.001
Br 1.5197 -5.9284 -0.9866 0.000
H 0.0004 -3.9662 -0.5731 0.000
C -2.4196 2.9142 -1.5993 0.003
Br -2.9351 1.3309 -2.5863 0.001
Br -3.6440 4.3515 -2.0419 0.001
Br -0.5125 3.4099 -1.7860 0.002
H -2.5335 2.6611 -0.5548 -0.004



No. 6
75
Properties=species:S:1:pos:R:3:mulliken_charge:R:1 method="wB97M-V/def2-TZVPD" relative_energy_kcal_mol=6.6 spin_multiplicity=1 fmax_ha_per_bohr=0.010 homo_energy_ha=-0.0425 total_energy_ha=-3847.499553 molar_mass_g_mol=714.23 total_charge=-2
Rb -1.6491 -0.8654 0.7158 0.985
S -4.1350 -2.8982 1.0381 -0.556
C -4.2652 -3.9046 -0.3742 -0.178
C -5.4481 -4.6457 -0.5331 -0.821
C -5.6759 -5.5153 -1.5921 0.549
C -6.9139 -6.2263 -1.6706 0.042
N -7.9187 -6.7903 -1.7155 -0.644
C -4.6753 -5.6704 -2.5663 0.574
C -3.5002 -4.9392 -2.4368 -0.827
C -3.2521 -4.0474 -1.3835 0.019
S -1.7332 -3.1923 -1.4077 -0.340
C -4.8427 -6.5570 -3.6749 0.048
N -4.9639 -7.2637 -4.5782 -0.638
H -6.2136 -4.5237 0.2210 0.415
H -2.7284 -5.0567 -3.1854 0.415
Cl -0.8207 0.4052 3.8986 0.009
C -2.1867 -0.2494 4.8202 -0.537
Cl -3.4681 -0.8413 3.7613 -0.105
H -2.5847 0.5399 5.4459 0.332
H -1.8196 -1.0789 5.4127 0.298
C 2.6364 -0.1983 3.5129 -0.260
N 2.1872 -1.4624 4.0629 -0.101
C 1.6860 -2.5086 3.3614 0.051
N 1.2909 -2.2940 2.1040 -0.107
S 1.5897 -4.0208 4.1184 -0.500
H 2.6588 0.5407 4.3152 0.312
H 1.9587 0.1626 2.7363 -0.278
H 3.6435 -0.2786 3.0872 0.357
H 2.5280 -1.7456 4.9632 0.207
H 1.1810 -1.3536 1.6831 0.365
H 0.8861 -3.0860 1.6315 0.263
C 0.7797 -0.2805 -3.7956 -1.814
C 0.2428 0.7634 -2.8257 2.047
C 0.5638 2.1725 -3.3171 -1.389
C -1.2572 0.5703 -2.6400 -1.336
O 0.9094 0.5189 -1.5885 0.011
Si 0.9776 1.2489 -0.1135 -2.153
O 0.7495 0.2272 1.0568 -0.820
O 2.4210 2.0891 -0.0471 1.234
C 3.7458 1.5955 -0.2168 1.779
C 3.8135 0.0697 -0.2038 -1.132
C 4.5730 2.1704 0.9296 -1.756
C 4.2585 2.1206 -1.5541 -1.709
O -0.1574 2.4662 -0.1567 0.507
C -0.2345 3.6618 0.6143 1.847
C 0.5278 4.7610 -0.1226 -1.634
C 0.3305 3.4764 2.0207 -1.025
C -1.7164 4.0083 0.6999 -1.821
H 0.3203 -0.1656 -4.7812 0.396
H 0.5536 -1.2815 -3.4250 0.340
H 1.8626 -0.1724 -3.8988 0.356
H 0.1238 2.3450 -4.3037 0.513
H 1.6458 2.3081 -3.3934 0.226
H 0.1689 2.9144 -2.6232 0.019
H -1.7970 0.7509 -3.5740 0.493
H -1.6412 1.2620 -1.8862 0.060
H -1.4631 -0.4647 -2.3483 0.174
H 3.4010 -0.3325 0.7197 0.092
H 4.8530 -0.2580 -0.2959 0.550
H 3.2453 -0.3490 -1.0365 0.120
H 4.1902 1.8058 1.8852 0.234
H 4.5056 3.2615 0.9253 0.325
H 5.6244 1.8828 0.8435 0.445
H 3.6630 1.6977 -2.3657 0.160
H 5.3061 1.8493 -1.7109 0.465
H 4.1682 3.2088 -1.5870 0.300
H 1.5764 4.4776 -0.2212 0.052
H 0.4626 5.7096 0.4193 0.486
H 0.1046 4.9046 -1.1196 0.344
H 1.3943 3.2374 1.9783 0.089
H -0.1897 2.6661 2.5308 -0.045
H 0.2045 4.3952 2.6007 0.527
H -2.1363 4.1034 -0.3035 0.348
H -1.8687 4.9501 1.2342 0.403
H -2.2562 3.2187 1.2262 0.343